[1]
This record from the Open Molecules 2025 dataset describes one molecule with the formula C5H6O2. The level of theory is ωB97M-V with the def2-TZVPD basis set.

Geometry as ORCA input:
```
! wB97M-V def2-TZVPD RIJCOSX def2/J DEFGRID3
* xyz 0 1
C -1.172 -0.948 0.039
O 1.101 -1.557 0.986
H -2.962 -0.026 0.788
H 2.552 1.682 -0.903
H 2.972 0.209 0.322
O -1.729 -0.058 -0.830
H -1.734 -1.831 0.154
C 2.249 0.857 -0.420
H 0.377 0.840 -1.249
C 1.026 0.398 -0.566
C -1.947 0.198 0.484
C 0.525 -0.763 0.276
H -1.259 0.998 0.921
*
```

Results
F_max (hartree/bohr): 0.121
SMILES string: C=CC(=O)[C@H]1CO1
Relative energy (zero: lowest compared OMol25 entry of this formula, charge and spin) (kcal per mole): 80.9
Highest occupied orbital energy (eV): -9.62
Frontier orbital gap (eV): 9.71

---

[2]
This record from the Open Molecules 2025 dataset describes one molecule with the formula C4H4BrClS. The level of theory is ωB97M-V with the def2-TZVPD basis set.

Geometry as ORCA input:
```
! wB97M-V def2-TZVPD RIJCOSX def2/J DEFGRID3
* xyz 0 1
H -0.730 -0.347 1.633
C -0.010 -0.569 -1.387
Cl -0.335 -1.188 -2.962
C -0.960 -0.129 -0.399
Br -2.788 0.132 -0.805
H -0.656 1.223 1.118
H 1.646 -0.163 1.607
C -0.351 0.288 0.936
S 1.629 -0.752 -0.895
H 1.393 1.311 0.535
C 1.161 0.194 0.618
*
```

Results
F_max (hartree/bohr): 0.112
SMILES string: ClC1=C(Br)CCS1
Relative energy (zero: lowest compared OMol25 entry of this formula, charge and spin) (kcal per mole): 16.6
Highest occupied orbital energy (eV): -8.12
Frontier orbital gap (eV): 8.76

---

[3]
This record from the Open Molecules 2025 dataset describes a 2-piece molecular cluster, C2HNOS overall. The level of theory is ωB97M-V with the def2-TZVPD basis set.

Geometry as ORCA input:
```
! wB97M-V def2-TZVPD RIJCOSX def2/J DEFGRID3
* xyz 0 1
O 2.345 -2.703 -0.231
C 1.595 0.890 0.224
H -0.016 -0.239 0.666
S 2.782 1.853 0.028
N 0.646 0.174 0.002
C 1.403 -2.218 0.164
*
```

Results
F_max (hartree/bohr): 0.039
Relative energy (zero: lowest compared OMol25 entry of this formula, charge and spin) (kcal per mole): 13.9
Highest occupied orbital energy (eV): -9.60
Frontier orbital gap (eV): 10.00

---

[4]
This record from the Open Molecules 2025 dataset describes one molecule with the formula C25H27ClN2O7S. The level of theory is ωB97M-V with the def2-TZVPD basis set.

Geometry as ORCA input:
```
! wB97M-V def2-TZVPD RIJCOSX def2/J DEFGRID3
* xyz 0 1
C 1.560 -2.063 -1.604
O 1.113 0.810 2.041
C -3.674 1.228 0.566
C 4.146 0.935 0.949
C -2.816 1.517 -0.479
Cl 5.954 4.011 -0.819
C 1.066 -0.458 0.080
H -1.478 0.043 2.828
H 4.113 -1.805 3.854
N -6.009 0.007 -0.266
O -6.041 1.622 1.621
O -4.862 -2.508 -0.825
H -3.220 1.946 -1.382
H -6.279 -0.702 1.641
C -6.194 -1.107 0.633
H 5.294 -3.130 3.682
C 2.526 -0.828 0.163
C -3.205 0.726 1.764
H -3.598 -0.961 -1.337
C -0.985 0.696 0.839
S -5.443 1.439 0.331
H 4.727 -1.714 -1.163
C -1.853 0.467 1.906
O 1.477 -2.822 -2.544
H 5.662 -1.522 3.010
C -1.467 1.250 -0.346
H 0.540 1.369 2.583
H -3.902 0.547 2.567
H -6.579 -0.803 -2.078
H 2.862 0.543 -2.149
C 0.439 0.343 0.970
H 4.107 0.490 1.931
H 4.265 2.531 -2.555
H -0.785 1.463 -1.152
C 4.932 2.052 0.729
C 5.058 -3.181 1.053
C 3.931 -2.465 -1.160
H 2.777 -1.265 1.136
H -7.130 -1.609 0.365
H 5.855 -2.470 0.781
H 3.826 -2.881 -2.166
H 4.888 -4.330 -0.726
C 0.450 -1.190 -1.021
C -4.551 -1.408 -1.655
C 3.442 0.967 -1.342
C -5.036 -2.106 0.513
O -5.635 2.429 -0.685
C 4.860 -2.247 3.197
C 3.398 0.383 -0.081
O 4.200 -2.594 2.008
H -5.410 0.538 -2.158
H -4.105 -1.655 0.890
C 4.278 -3.604 -0.189
C 4.228 2.081 -1.576
H 3.358 -4.099 0.124
H 5.513 2.482 1.530
H -4.434 -1.815 -2.660
O -0.699 -1.161 -1.404
C 4.970 2.618 -0.535
C -5.680 -0.370 -1.622
N 2.675 -1.819 -0.880
H 5.536 -4.068 1.499
H -5.253 -3.015 1.078
*
```

Results
F_max (hartree/bohr): 0.021
SMILES string: COCCCN1C(=O)C(=O)/C(=C(/O)c2ccc(S(=O)(=O)N3CCOCC3)cc2)[C@@H]1c1ccc(Cl)cc1
Relative energy (zero: lowest compared OMol25 entry of this formula, charge and spin) (kcal per mole): 4.1
Highest occupied orbital energy (eV): -9.01
Frontier orbital gap (eV): 8.34

---

[5]
This record from the Open Molecules 2025 dataset describes a 2-piece molecular cluster, C4H14N2O overall. The level of theory is ωB97M-V with the def2-TZVPD basis set.

Geometry as ORCA input:
```
! wB97M-V def2-TZVPD RIJCOSX def2/J DEFGRID3
* xyz 0 1
H 5.404 0.211 2.506
N -1.724 -1.374 1.172
H 0.380 2.121 -1.160
H -1.605 -1.552 -2.021
C -2.262 -0.862 -0.118
H 0.486 -0.026 0.425
C -0.349 1.458 -0.697
H 0.160 0.236 -2.400
C -0.726 0.427 -1.801
H -1.249 2.049 -0.529
H -1.581 0.831 -2.322
O 6.288 -0.168 2.523
H -2.477 -1.865 1.636
H -0.346 -1.510 -0.862
H 6.832 0.508 2.087
H -2.506 0.179 -0.014
C -1.179 -0.927 -1.228
H 0.960 1.449 0.810
H -1.546 -0.597 1.804
H -3.085 -1.503 -0.390
N 0.126 0.913 0.580
*
```

Results
F_max (hartree/bohr): 0.037
SMILES string: NCCCCN.O
Relative energy (zero: lowest compared OMol25 entry of this formula, charge and spin) (kcal per mole): 35.1
Highest occupied orbital energy (eV): -9.15
Frontier orbital gap (eV): 9.83

---

[6]
This record from the Open Molecules 2025 dataset describes one molecule with the formula C3H7NO2. The level of theory is ωB97M-V with the def2-TZVPD basis set.

Geometry as ORCA input:
```
! wB97M-V def2-TZVPD RIJCOSX def2/J DEFGRID3
* xyz 0 1
C 0.348 -0.303 0.531
H -0.221 1.909 0.509
C -0.330 -0.936 -1.787
H -1.147 -1.040 -2.416
H 1.408 1.523 0.099
N -0.601 -0.307 -0.664
H 1.031 1.236 1.833
H -1.170 -0.463 1.421
H 0.594 -1.614 -1.915
C 0.644 1.164 0.737
H 1.312 -0.906 0.465
O -0.330 -0.742 1.687
O -1.537 0.480 -0.500
*
```

Results
F_max (hartree/bohr): 0.066
SMILES string: C=[N+]([O-])[C@@H](C)O
Relative energy (zero: lowest compared OMol25 entry of this formula, charge and spin) (kcal per mole): 100.8
Highest occupied orbital energy (alpha / beta) (eV): -9.28 / -9.28
Frontier orbital gap (alpha / beta) (eV): 9.93 / 9.93

---

[7]
This record from the Open Molecules 2025 dataset describes one molecule with the formula C19H12N4S. The level of theory is ωB97M-V with the def2-TZVPD basis set.

Geometry as ORCA input:
```
! wB97M-V def2-TZVPD RIJCOSX def2/J DEFGRID3
* xyz 0 1
H 1.239 -0.086 -1.860
C 0.309 0.403 -1.582
C 2.208 3.028 1.798
N 1.174 2.652 1.017
C -1.182 1.667 -0.522
H -3.829 3.466 0.538
S 4.010 -0.359 2.535
H -2.241 -2.580 0.047
H 1.024 -4.787 -1.535
H 3.191 -2.637 1.903
H -1.539 2.807 1.263
H -3.314 1.236 -3.090
C -0.297 -1.819 0.526
C -3.218 2.862 -0.093
H -0.730 -1.029 1.134
C -1.922 2.510 0.292
C 1.090 -1.949 0.388
C 0.631 -3.936 -0.955
N 3.083 2.196 2.306
N 0.107 1.121 -0.378
C 2.907 0.944 2.006
C 1.948 0.461 1.127
H 2.592 -3.157 -0.458
C -1.677 1.181 -1.718
C 1.082 1.388 0.591
H -4.728 2.690 -1.673
C -3.715 2.378 -1.343
N -0.735 0.387 -2.374
C -0.752 -3.807 -0.830
C 2.013 -1.038 1.016
H 2.191 4.057 2.107
H -1.378 -4.465 -1.398
C -2.944 1.551 -2.130
C 3.021 -1.573 1.778
C -1.169 -2.734 -0.069
C 1.552 -3.030 -0.365
*
```

Results
F_max (hartree/bohr): 0.063
SMILES string: c1ccc(-c2csc3ncnc(-n4cnc5ccccc54)c23)cc1
Relative energy (zero: lowest compared OMol25 entry of this formula, charge and spin) (kcal per mole): 3.0
Highest occupied orbital energy (eV): -8.60
Frontier orbital gap (eV): 8.61

---

[8]
This record from the Open Molecules 2025 dataset describes one molecule with the formula C9H11NO3. The level of theory is ωB97M-V with the def2-TZVPD basis set.

Geometry as ORCA input:
```
! wB97M-V def2-TZVPD RIJCOSX def2/J DEFGRID3
* xyz 0 1
C 0.248 2.172 0.585
O -2.881 -2.951 0.661
H -0.693 2.172 2.243
C -1.257 0.073 -0.742
C -0.579 -2.572 -0.027
H 1.372 -2.015 -0.708
H -3.252 -0.482 0.001
O -0.483 2.990 0.088
H -2.512 -3.766 1.041
H 2.643 1.724 1.617
H -0.314 -3.624 0.116
C 1.527 1.751 -0.083
C 1.077 0.665 -1.221
C 0.383 -1.700 -0.504
H 0.618 1.185 -2.026
N 2.519 1.154 0.740
H 1.972 0.058 -1.581
H 3.355 1.068 0.251
C -2.229 -0.820 -0.097
H -1.560 1.079 -1.141
H 1.917 2.609 -0.526
C 0.020 -0.300 -0.743
C -1.928 -2.116 0.209
O 0.034 1.645 1.848
*
```

Results
F_max (hartree/bohr): 0.073
SMILES string: N[C@@H](Cc1ccc(O)cc1)C(=O)O
Relative energy (zero: lowest compared OMol25 entry of this formula, charge and spin) (kcal per mole): 28.6
Highest occupied orbital energy (eV): -8.37
Frontier orbital gap (eV): 9.12

---

[9]
This record from the Open Molecules 2025 dataset describes C24H32BaN8O2S3Se2 as an isolated structure. The level of theory is ωB97M-V with the def2-TZVPD basis set.

Geometry as ORCA input:
```
! wB97M-V def2-TZVPD RIJCOSX def2/J DEFGRID3
* xyz 0 1
H 0.258 3.944 1.081
Se 1.591 0.375 4.050
N -2.514 -0.462 2.135
N -4.212 -1.175 3.323
N -1.304 0.135 1.777
C -3.045 -0.615 3.393
H 2.092 -0.817 1.343
C 1.697 -6.885 -4.067
H 1.857 -8.417 -1.217
C 2.307 -5.667 -3.792
C 1.803 -1.578 0.630
N -2.509 5.169 -3.331
S -3.223 -1.058 -0.448
H -2.180 0.892 4.622
C 3.237 0.704 -2.123
H 2.413 -4.914 -4.561
H 3.904 1.368 4.265
S 3.588 -3.913 -2.091
C 2.767 -2.230 -0.118
H -0.920 0.627 2.583
H 1.879 1.730 6.136
H 0.624 -4.117 -1.927
C 2.624 -6.442 -1.558
C 0.924 3.143 4.827
H -3.572 5.852 -6.114
N 0.498 -1.812 0.510
C -4.123 3.690 -4.265
H 1.860 3.553 4.448
H 2.986 -6.307 -0.548
C 1.994 -7.618 -1.936
H -0.644 -0.617 1.500
C 1.112 1.733 5.360
H -2.974 -0.445 5.484
H 3.713 0.457 2.755
C 3.244 1.177 3.421
C -3.894 6.061 -5.092
H -4.106 1.731 -3.389
C 0.997 -3.411 -1.200
C -3.389 -0.960 1.220
C -2.112 4.171 -2.515
H 3.816 -2.008 0.025
C -2.354 -0.186 4.631
N -4.402 -1.387 1.989
O 1.639 1.182 -0.403
O 0.894 0.311 -2.304
H 3.047 2.091 2.868
H 0.190 1.367 5.814
H -4.978 6.179 -5.107
H -4.925 3.498 -4.962
H 1.317 -7.091 -5.061
C 2.775 -5.441 -2.508
Ba -0.968 1.418 -0.842
C -3.667 2.724 -3.400
C 1.831 0.728 -1.570
H -5.242 -1.824 1.653
H 1.156 2.484 1.586
H -0.953 -2.877 -0.482
H 3.967 0.856 -1.331
H 3.418 -0.235 -2.644
C 0.115 -2.720 -0.390
Se -0.403 3.383 3.415
C -3.489 4.934 -4.187
H -1.389 -0.690 4.723
C 2.356 -3.161 -1.063
C 0.808 3.468 1.893
H 3.333 1.509 -2.853
H 0.604 3.789 5.646
N -2.682 2.939 -2.530
N 1.534 -7.847 -3.165
H 1.651 4.104 2.154
S -0.823 4.468 -1.405
H -3.426 6.984 -4.760
*
```

Results
F_max (hartree/bohr): 0.006
Relative energy (zero: lowest compared OMol25 entry of this formula, charge and spin) (kcal per mole): 10.1
Highest occupied orbital energy (eV): -7.19
Frontier orbital gap (eV): 7.35

---

[10]
This record from the Open Molecules 2025 dataset describes a 2-piece molecular cluster, C3H11N3O overall. The level of theory is ωB97M-V with the def2-TZVPD basis set.

Geometry as ORCA input:
```
! wB97M-V def2-TZVPD RIJCOSX def2/J DEFGRID3
* xyz 0 1
H -1.258 1.596 -0.476
H 0.635 0.082 -2.043
H -2.738 0.601 1.853
H 3.054 -0.208 0.842
C 2.401 -0.281 -0.029
H -0.299 0.767 0.905
H 2.773 -1.088 -0.662
H -2.444 -0.336 0.569
H -1.377 2.334 1.079
N 1.040 -0.542 0.414
N 0.212 -0.797 -1.787
C 0.024 -1.036 -0.457
H -0.620 -0.998 -2.327
C -1.331 1.356 0.587
O -0.887 -1.722 -0.021
H 2.407 0.642 -0.613
N -2.565 0.641 0.853
H 0.973 -1.010 1.312
*
```

Results
F_max (hartree/bohr): 0.072
SMILES string: CNC(N)=O.CN
Relative energy (zero: lowest compared OMol25 entry of this formula, charge and spin) (kcal per mole): 19.6
Highest occupied orbital energy (eV): -8.32
Frontier orbital gap (eV): 9.04

---

[11]
This record from the Open Molecules 2025 dataset describes one molecule with the formula C4H5NO. The level of theory is ωB97M-V with the def2-TZVPD basis set.

Geometry as ORCA input:
```
! wB97M-V def2-TZVPD RIJCOSX def2/J DEFGRID3
* xyz 0 1
C 0.940 -0.496 -0.750
H -1.945 -0.962 -0.584
C -1.529 0.041 -0.460
H -2.108 0.563 0.304
H -1.639 0.580 -1.405
N 1.265 0.556 1.692
C -0.087 -0.030 -0.056
H 1.948 -0.534 -0.351
O 0.027 0.484 1.251
C 2.358 0.660 2.117
H 0.771 -0.862 -1.757
*
```

Results
F_max (hartree/bohr): 0.024
Relative energy (zero: lowest compared OMol25 entry of this formula, charge and spin) (kcal per mole): 94.0
Highest occupied orbital energy (eV): -9.83
Frontier orbital gap (eV): 10.68

---

[12]
This record from the Open Molecules 2025 dataset describes one molecule with the formula C13H21FNO4PS. The level of theory is ωB97M-V with the def2-TZVPD basis set.

Geometry as ORCA input:
```
! wB97M-V def2-TZVPD RIJCOSX def2/J DEFGRID3
* xyz 0 1
H 2.598 0.659 1.656
F 1.433 1.878 3.484
C -0.879 2.107 -0.685
H -0.961 1.235 -0.044
C -1.833 2.548 -2.945
H 2.214 -2.773 2.006
H -0.095 -0.985 -1.384
O 2.691 -1.998 2.325
H 1.593 1.325 -1.005
S 0.302 0.810 3.531
O 0.288 0.236 4.831
H 1.073 1.243 1.015
O -0.882 1.424 3.038
H -0.143 -0.492 -4.523
C -2.064 2.269 -4.295
C 0.530 -0.328 -1.982
N 1.827 -1.238 3.144
H -1.663 2.813 -0.431
C -1.456 1.159 -4.862
C 1.676 0.255 -1.150
H 0.055 2.629 -0.492
C 0.914 -0.420 2.339
C -0.369 0.644 -2.723
H -2.131 -2.675 2.880
H 1.295 -1.871 3.728
H -0.326 -3.678 1.414
H 0.973 -2.773 0.576
H -0.627 -2.851 -0.089
H -0.704 -2.411 3.851
C -1.422 -1.916 3.197
H -2.717 2.886 -4.890
H -1.615 0.882 -5.891
H 0.982 -0.954 -2.744
H 2.598 0.092 -1.704
C -0.077 -2.787 0.843
O 1.848 -0.440 0.089
P -0.665 -1.239 1.671
C 1.642 0.341 1.233
C -1.003 1.756 -2.147
H -2.330 3.406 -2.518
H -1.950 -1.137 3.731
C -0.620 0.370 -4.078
*
```

Results
F_max (hartree/bohr): 0.023
SMILES string: Cc1ccccc1CCOC[C@](NO)(P(C)C)S(=O)(=O)F
Highest occupied orbital energy (eV): -8.70
Frontier orbital gap (eV): 9.25

---

Please write out number 8 again, unchanged.
This record from the Open Molecules 2025 dataset describes one molecule with the formula C9H11NO3. The level of theory is ωB97M-V with the def2-TZVPD basis set.

Geometry as ORCA input:
```
! wB97M-V def2-TZVPD RIJCOSX def2/J DEFGRID3
* xyz 0 1
C 0.248 2.172 0.585
O -2.881 -2.951 0.661
H -0.693 2.172 2.243
C -1.257 0.073 -0.742
C -0.579 -2.572 -0.027
H 1.372 -2.015 -0.708
H -3.252 -0.482 0.001
O -0.483 2.990 0.088
H -2.512 -3.766 1.041
H 2.643 1.724 1.617
H -0.314 -3.624 0.116
C 1.527 1.751 -0.083
C 1.077 0.665 -1.221
C 0.383 -1.700 -0.504
H 0.618 1.185 -2.026
N 2.519 1.154 0.740
H 1.972 0.058 -1.581
H 3.355 1.068 0.251
C -2.229 -0.820 -0.097
H -1.560 1.079 -1.141
H 1.917 2.609 -0.526
C 0.020 -0.300 -0.743
C -1.928 -2.116 0.209
O 0.034 1.645 1.848
*
```

Results
F_max (hartree/bohr): 0.073
SMILES string: N[C@@H](Cc1ccc(O)cc1)C(=O)O
Relative energy (zero: lowest compared OMol25 entry of this formula, charge and spin) (kcal per mole): 28.6
Highest occupied orbital energy (eV): -8.37
Frontier orbital gap (eV): 9.12

---

What is the F_max in the twelfth record?
0.023 hartree/bohr

---

The lowest F_max belongs to which entry?
C24H32BaN8O2S3Se2